Computed, not measured: C18H27NiP3Te4 as an isolated structure, with ωB97M-V with the def2-TZVPD basis set.

Computed properties:
Lowest unoccupied orbital energy (alpha / beta): -0.26 / -0.25 eV
HOMO (alpha / beta): -6.15 / -6.15 eV
Orbital gap (alpha / beta): 5.89 / 5.90 eV

Each line ends with the natural charge from an NBO analysis.
CARTESIAN COORDINATES (ANGSTROEM)
1 Ni -0.412 1.478 1.332  0.232
2 Te -2.407 2.532 2.567  -0.331
3 Te -1.337 4.908 2.187  -0.072
4 Te 0.843 4.566 3.769  -0.113
5 Te 0.897 1.914 3.477  -0.157
6 C 0.985 -1.698 3.339  -0.940
7 P 0.168 -0.840 1.940  0.829
8 C -1.162 -2.059 1.632  -0.942
9 C 1.386 -1.114 0.570  -0.325
10 C 1.721 -2.405 0.161  -0.148
11 C 2.631 -2.620 -0.860  -0.221
12 C 3.253 -1.537 -1.470  -0.200
13 C 2.964 -0.251 -1.044  -0.201
14 C 2.023 -0.024 -0.041  -0.384
15 P 1.644 1.654 0.575  0.975
16 C 3.288 2.147 1.226  -0.955
17 C 1.692 2.809 -0.851  -0.967
18 H 1.045 -2.773 3.158  0.222
19 H 0.400 -1.516 4.241  0.249
20 H 1.985 -1.296 3.501  0.246
21 H -0.796 -3.011 1.243  0.220
22 H -1.921 -1.664 0.972  0.247
23 H -1.628 -2.247 2.602  0.241
24 H 1.247 -3.257 0.634  0.203
25 H 2.863 -3.628 -1.178  0.219
26 H 3.968 -1.698 -2.266  0.220
27 H 3.470 0.591 -1.502  0.213
28 H 3.936 2.377 0.377  0.216
29 H 3.723 1.346 1.821  0.244
30 H 3.176 3.030 1.854  0.262
31 H 2.385 2.527 -1.645  0.223
32 H 2.054 3.742 -0.410  0.250
33 H 0.711 3.038 -1.236  0.238
34 C -3.095 2.120 -0.822  -0.963
35 P -1.523 1.214 -0.646  0.929
36 C -0.848 1.641 -2.314  -0.944
37 C -2.030 -0.490 -1.096  -0.262
38 C -3.343 -0.927 -0.933  -0.237
39 C -3.699 -2.228 -1.263  -0.207
40 C -2.749 -3.106 -1.762  -0.210
41 C -1.441 -2.674 -1.940  -0.200
42 C -1.085 -1.375 -1.612  -0.247
43 H -3.762 1.926 0.011  0.263
44 H -3.568 1.862 -1.772  0.224
45 H -2.868 3.186 -0.792  0.255
46 H -1.501 1.179 -3.054  0.238
47 H 0.165 1.272 -2.454  0.236
48 H -0.856 2.720 -2.466  0.238
49 H -4.094 -0.260 -0.531  0.222
50 H -4.722 -2.554 -1.125  0.220
51 H -3.026 -4.120 -2.017  0.218
52 H -0.693 -3.349 -2.335  0.217
53 H -0.058 -1.058 -1.752  0.221


Computed, not measured: C50H48MgN4O2S2 as an isolated structure at a distorted geometry, with ωB97M-V with the def2-TZVPD basis set.

Computed properties:
Lowest unoccupied orbital energy: -4.96 eV
HOMO: -11.49 eV
Charge: +2
Orbital gap: 6.53 eV

Each line ends with the Mulliken charge.
CARTESIAN COORDINATES (ANGSTROEM)
1 Mg 2.025 -1.052 -1.775  0.968
2 C -6.059 -0.484 -5.458  -1.570
3 C -4.746 -0.280 -4.762  0.982
4 C -4.260 -1.208 -3.841  -0.879
5 C -3.081 -0.987 -3.151  -0.768
6 C -2.377 0.182 -3.388  0.197
7 C -2.806 1.096 -4.345  -0.265
8 C -3.985 0.860 -5.026  -0.857
9 S -0.977 0.734 -2.432  0.591
10 O -0.038 -0.408 -2.139  -0.911
11 C -1.841 1.249 -0.900  0.977
12 C -1.987 2.658 -0.885  -0.698
13 C -2.496 3.304 0.202  -1.360
14 C -2.853 2.577 1.361  1.019
15 C -3.279 3.231 2.540  -0.998
16 C -3.571 2.513 3.664  -0.840
17 C -3.471 1.108 3.650  -0.866
18 C -3.097 0.445 2.515  -0.980
19 C -2.764 1.160 1.337  1.207
20 C -2.283 0.492 0.163  -0.705
21 C -2.265 -0.999 0.189  -0.774
22 C -3.477 -1.744 0.142  1.305
23 C -4.739 -1.121 -0.004  -0.610
24 C -5.881 -1.871 -0.041  -0.955
25 C -5.818 -3.275 0.058  -0.746
26 C -4.612 -3.904 0.183  -1.184
27 C -3.410 -3.160 0.227  0.928
28 C -2.151 -3.799 0.342  -1.255
29 C -0.998 -3.072 0.387  -1.206
30 C -1.077 -1.671 0.336  0.851
31 S 0.412 -0.695 0.421  1.578
32 O 1.493 -1.652 -0.030  -0.955
33 C 0.548 -0.535 2.201  0.162
34 C 0.702 -1.603 3.069  -0.703
35 C 0.809 -1.355 4.427  -1.073
36 C 0.764 -0.056 4.934  0.922
37 C 0.926 0.203 6.403  -1.659
38 C 0.590 1.003 4.043  -1.030
39 C 0.489 0.767 2.684  0.212
40 H -6.578 -1.363 -5.082  0.357
41 H -5.913 -0.604 -6.532  0.358
42 H -6.696 0.389 -5.314  0.380
43 H -4.817 -2.118 -3.655  0.405
44 H -2.708 -1.721 -2.450  0.638
45 H -2.220 1.985 -4.549  0.479
46 H -4.325 1.564 -5.776  0.440
47 H -1.731 3.210 -1.785  0.614
48 H -2.632 4.380 0.195  0.497
49 H -3.369 4.311 2.534  0.497
50 H -3.882 3.018 4.569  0.449
51 H -3.689 0.548 4.550  0.517
52 H -3.038 -0.634 2.522  0.539
53 H -4.785 -0.042 -0.087  0.585
54 H -6.842 -1.385 -0.146  0.497
55 H -6.733 -3.852 0.034  0.446
56 H -4.559 -4.984 0.251  0.507
57 H -2.118 -4.880 0.384  0.478
58 H -0.028 -3.547 0.456  0.567
59 H 0.738 -2.617 2.690  0.507
60 H 0.932 -2.186 5.111  0.447
61 H 0.721 -0.690 6.988  0.410
62 H 0.267 1.003 6.739  0.404
63 H 1.953 0.512 6.612  0.299
64 H 0.534 2.015 4.428  0.503
65 H 0.329 1.586 1.987  0.435
66 C 5.076 -0.231 -0.505  -1.610
67 N 4.083 -0.915 -1.335  0.073
68 C 4.546 -1.895 -2.062  0.729
69 C 3.773 -2.585 -3.014  -0.160
70 C 4.196 -3.478 -4.009  -1.115
71 C 3.077 -3.762 -4.782  -0.747
72 C 2.019 -3.033 -4.232  -0.355
73 N 2.424 -2.323 -3.169  0.756
74 C 5.359 -0.763 0.890  0.867
75 C 6.652 -0.653 1.392  -0.751
76 C 6.951 -1.060 2.684  -0.649
77 C 5.957 -1.581 3.497  -0.525
78 C 4.667 -1.699 3.003  -0.900
79 C 4.369 -1.290 1.710  0.370
80 H 4.766 0.812 -0.408  -0.218
81 H 6.030 -0.221 -1.041  0.631
82 H 5.599 -2.172 -1.984  0.465
83 H 5.199 -3.851 -4.147  0.486
84 H 3.033 -4.408 -5.644  0.432
85 H 0.993 -3.009 -4.568  0.494
86 H 7.444 -0.246 0.772  0.392
87 H 7.966 -0.982 3.049  0.398
88 H 6.188 -1.893 4.507  0.413
89 H 3.888 -2.120 3.625  0.455
90 H 3.368 -1.410 1.328  0.631
91 N 2.367 4.879 -0.071  -0.019
92 C 1.326 4.621 -1.120  -0.650
93 C 1.697 3.331 -1.857  -0.771
94 N 1.813 2.190 -0.957  0.715
95 C 2.756 2.456 0.122  -0.482
96 C 2.441 3.737 0.900  -1.122
97 H 2.180 5.756 0.416  0.370
98 H 3.275 4.978 -0.531  0.385
99 H 1.271 5.474 -1.794  0.401
100 H 0.370 4.504 -0.612  0.358
101 H 2.656 3.469 -2.367  0.524
102 H 0.947 3.120 -2.617  0.368
103 H 0.903 1.934 -0.582  -0.593
104 H 3.755 2.544 -0.314  0.666
105 H 2.769 1.616 0.818  0.085
106 H 3.209 3.947 1.642  0.459
107 H 1.472 3.665 1.395  0.431


Computed, not measured: C24H33BMgN4OS3Si as an isolated structure at a distorted geometry, with ωB97M-V with the def2-TZVPD basis set.

Computed properties:
Lowest unoccupied orbital energy: -0.38 eV
HOMO: -6.78 eV
Orbital gap: 6.40 eV

Each line ends with the natural charge from an NBO analysis.
CARTESIAN COORDINATES (ANGSTROEM)
1 Mg -9.422 -15.205 3.311  1.668
2 C -10.850 -17.062 7.287  -0.411
3 N -10.411 -18.203 6.437  -0.367
4 C -11.065 -19.432 6.232  -0.098
5 C -10.385 -20.096 5.270  -0.038
6 N -9.366 -19.288 4.807  -0.496
7 B -8.197 -19.724 3.875  0.203
8 N -8.153 -19.059 2.416  -0.481
9 C -7.091 -19.280 1.576  -0.037
10 C -7.188 -18.575 0.415  -0.115
11 N -8.374 -17.841 0.540  -0.357
12 C -8.886 -16.912 -0.505  -0.411
13 C -8.934 -18.111 1.748  0.258
14 S -10.293 -17.367 2.381  -0.465
15 C -9.409 -18.104 5.474  0.296
16 S -8.419 -16.790 5.149  -0.459
17 H -10.276 -17.052 8.276  0.209
18 H -11.953 -17.182 7.446  0.214
19 H -10.568 -16.160 6.713  0.236
20 H -11.916 -19.769 6.796  0.221
21 H -10.562 -21.120 4.875  0.237
22 H -7.204 -19.301 4.429  -0.038
23 H -8.313 -20.888 3.618  -0.053
24 H -6.279 -19.987 1.844  0.226
25 H -6.548 -18.388 -0.425  0.221
26 H -8.418 -17.104 -1.479  0.208
27 H -8.606 -15.902 -0.180  0.229
28 H -9.995 -16.961 -0.609  0.238
29 O -8.984 -13.691 4.341  -1.077
30 S -7.644 -12.947 4.950  1.234
31 C -8.096 -11.201 5.185  -0.222
32 C -7.083 -10.251 5.013  -0.199
33 C -7.385 -8.904 5.143  -0.204
34 C -8.686 -8.528 5.447  -0.199
35 C -9.697 -9.441 5.570  -0.188
36 C -9.392 -10.807 5.459  -0.194
37 C -7.603 -13.354 6.662  -0.266
38 C -8.803 -13.557 7.373  -0.167
39 C -8.752 -13.994 8.704  -0.204
40 C -7.521 -14.048 9.351  -0.175
41 C -6.306 -13.747 8.672  -0.204
42 C -6.381 -13.401 7.347  -0.181
43 H -6.103 -10.590 4.644  0.229
44 H -6.567 -8.134 4.993  0.232
45 H -8.910 -7.483 5.688  0.224
46 H -10.760 -9.206 5.826  0.232
47 H -10.143 -11.566 5.617  0.232
48 H -9.753 -13.268 6.918  0.229
49 H -9.659 -14.390 9.175  0.226
50 H -7.424 -14.246 10.422  0.222
51 H -5.368 -13.769 9.157  0.224
52 H -5.501 -13.277 6.749  0.218
53 C -8.422 -11.215 1.783  -1.093
54 Si -10.062 -12.211 1.501  1.653
55 C -11.349 -11.857 2.839  -1.137
56 C -10.785 -11.639 -0.183  -1.106
57 C -9.691 -14.049 1.455  -1.625
58 H -8.579 -10.181 2.171  0.224
59 H -7.873 -11.195 0.829  0.236
60 H -7.783 -11.786 2.505  0.197
61 H -11.423 -10.754 3.005  0.220
62 H -11.012 -12.297 3.792  0.225
63 H -12.452 -12.137 2.574  0.241
64 H -11.047 -10.555 -0.131  0.220
65 H -11.743 -12.177 -0.305  0.227
66 H -10.129 -11.900 -1.022  0.232
67 H -8.601 -14.273 1.167  0.198
68 H -10.350 -14.573 0.708  0.229


Computed, not measured: a single C5H6F4O2S molecule at a distorted geometry, with ωB97M-V with the def2-TZVPD basis set.

Computed properties:
Lowest unoccupied orbital energy (alpha / beta): -0.30 / -2.07 eV
HOMO (alpha / beta): -10.35 / -8.40 eV
Orbital gap (alpha / beta): 10.05 / 6.32 eV

Each line ends with the natural charge from an NBO analysis.
CARTESIAN COORDINATES (ANGSTROEM)
1 C 1.309 -0.999 0.446  -0.640
2 C 0.750 0.288 1.046  0.081
3 C 0.054 1.350 0.323  0.457
4 C -0.327 -0.534 -1.970  0.447
5 C -1.369 1.570 0.596  -0.740
6 O 0.252 -2.983 -0.954  -0.886
7 O -1.215 -1.401 0.324  -0.947
8 F 1.928 0.847 1.667  -0.381
9 F 0.769 2.208 -0.358  -0.291
10 F -1.286 -1.000 -2.859  -0.313
11 F 0.869 -0.522 -2.625  -0.330
12 S -0.088 -1.643 -0.529  2.055
13 H 2.006 -0.818 -0.343  0.251
14 H 1.688 -1.605 1.204  0.275
15 H 0.046 0.237 1.915  0.220
16 H -2.029 0.748 0.786  0.274
17 H -1.817 2.193 -0.179  0.242
18 H -1.541 2.065 1.511  0.230


Computed, not measured: a 2-piece molecular cluster, CH6OS overall, with ωB97M-V with the def2-TZVPD basis set.

Computed properties:
Lowest unoccupied orbital energy: 0.83 eV
HOMO: -9.54 eV
Orbital gap: 10.38 eV

Each line ends with the natural charge from an NBO analysis.
CARTESIAN COORDINATES (ANGSTROEM)
1 C -0.547 -0.864 0.552  -0.252
2 O -1.086 0.385 0.139  -0.733
3 H -0.777 -1.632 -0.193  0.162
4 H -1.016 -1.172 1.488  0.161
5 H 0.521 -0.780 0.690  0.194
6 H -1.896 0.201 -0.357  0.467
7 S 2.165 1.045 -0.891  -0.302
8 H 1.660 1.817 0.075  0.149
9 H 0.976 1.000 -1.503  0.154


Computed, not measured: a single ClH2NP2 molecule at a distorted geometry, with ωB97M-V with the def2-TZVPD basis set.

Computed properties:
Lowest unoccupied orbital energy: -0.66 eV
HOMO: -9.35 eV
Orbital gap: 8.69 eV

Each line ends with the natural charge from an NBO analysis.
CARTESIAN COORDINATES (ANGSTROEM)
1 P 0.276 -0.456 -1.081  0.553
2 N 0.659 0.300 0.408  -1.263
3 P 0.093 1.272 1.412  1.184
4 Cl -2.012 1.667 1.379  -0.405
5 H -0.458 -1.490 -0.622  -0.043
6 H 1.442 -1.293 -1.496  -0.026